Entry 1:
{
  "formula": "C5H4FNS",
  "method": "ωB97M-V/def2-TZVPD",
  "elements": ["S", "F", "N", "C", "C", "C", "C", "C", "H", "H", "H", "H"],
  "xyz": [[2.7930, -0.6155, -0.2107], [0.6345, 1.8228, -0.0539], [-2.1007, 1.2418, -0.0701], [-1.1884, 0.2864, 0.0555], [-1.8622, -0.9632, 0.0787], [0.1205, 0.5651, 0.2067], [1.1577, -0.5193, 0.4663], [-2.8200, -1.7675, -0.1713], [-3.3560, 1.0259, -0.7685], [-1.9978, 2.2386, 0.3310], [0.6831, -1.5557, 1.2336], [-3.4685, -2.5679, -0.2646]],
  "spin_multiplicity": 1,
  "gap_ev": 7.24,
  "charge": 0
}

***

Entry 2:
{
  "formula": "C5H4FeLiO7",
  "method": "ωB97M-V/def2-TZVPD",
  "elements": ["Fe", "O", "O", "O", "O", "O", "O", "O", "C", "C", "C", "C", "C", "Li", "H", "H", "H", "H"],
  "xyz": [[1.0078, 1.6893, 0.6305], [0.4091, -1.4075, -1.1184], [3.7046, -0.7097, -0.6014], [2.8415, 1.3434, -0.1187], [-1.5418, -1.0512, -0.0051], [-0.2576, 0.7814, -0.5383], [0.6881, 0.2545, 1.9079], [1.1492, -1.9042, 1.4654], [-1.6260, 1.1052, -0.7712], [-0.1777, -0.7322, -0.2094], [2.9078, 0.0875, -0.1458], [-2.3407, 0.1081, 0.1208], [0.6689, -0.7978, 1.1904], [1.9774, -2.1937, -0.4236], [-1.8211, 2.1499, -0.5037], [-2.3684, 0.4547, 1.1665], [-3.3580, -0.1242, -0.2137], [-1.8631, 0.9466, -1.8325]],
  "spin_multiplicity": 7,
  "gap_ev": [6.37, 5.60],
  "charge": 1,
  "s2": 12.019
}

***

Entry 3:
{
  "formula": "C5H4IO3",
  "method": "ωB97M-V/def2-TZVPD",
  "elements": ["I", "O", "O", "O", "C", "C", "C", "C", "C", "H", "H", "H", "H"],
  "xyz": [[2.4708, 1.3205, -1.2694], [-2.1306, 0.0348, -2.9816], [-0.1024, 0.0056, -2.0305], [-0.2271, 2.3812, 0.6500], [0.5134, 0.4639, -0.8397], [-0.6423, 1.7268, -0.3010], [-1.3760, 0.5376, -2.1682], [-1.6370, 1.4941, -1.1932], [0.7491, -0.5739, 0.2441], [-2.6068, 1.9124, -1.1659], [-0.2479, -1.1824, 0.3982], [1.7375, -1.2701, 0.1180], [0.8942, -0.1035, 1.1493]],
  "spin_multiplicity": 1,
  "gap_ev": 7.36,
  "charge": -1,
  "smiles": "C[C@@]1(I)OC([O-])=CC1=O"
}

***

Entry 4:
{
  "formula": "C5H4N",
  "method": "ωB97M-V/def2-TZVPD",
  "elements": ["N", "C", "C", "C", "C", "C", "H", "H", "H", "H"],
  "xyz": [[-0.7404, -1.7064, 0.1174], [-0.6247, 0.8887, -0.5458], [0.4148, 1.0568, 0.4997], [0.6568, -1.5195, 0.3490], [-0.6453, -0.6173, -0.4425], [0.8623, -0.1732, 0.6540], [-1.5317, 1.1474, -0.1658], [1.3116, -2.1892, 0.0242], [-0.3464, 1.2142, -1.5566], [0.6429, 1.8985, 1.0664]],
  "spin_multiplicity": 1,
  "gap_ev": 9.10,
  "charge": 1
}

***

Entry 5:
{
  "formula": "C5H4N",
  "method": "ωB97M-V/def2-TZVPD",
  "elements": ["N", "C", "C", "C", "C", "C", "H", "H", "H", "H"],
  "xyz": [[1.8082, 0.6460, 2.0084], [0.7178, 1.1824, -0.0717], [0.1055, 0.6458, -1.0094], [1.5463, 1.1849, 1.0064], [-1.2952, -1.0141, -0.4943], [-0.9276, -0.1680, -1.4615], [-0.9224, -1.0372, 0.4739], [-1.3656, -0.2692, -2.4338], [-2.0091, -1.6284, -0.8677], [2.3420, 0.4578, 2.8498]],
  "spin_multiplicity": 1,
  "gap_ev": 8.62,
  "charge": 1,
  "smiles": "C=CC#CC#[NH+]"
}

***

Entry 6:
{
  "formula": "C5H4N",
  "method": "ωB97M-V/def2-TZVPD",
  "elements": ["N", "C", "C", "C", "C", "C", "H", "H", "H", "H"],
  "xyz": [[-0.0764, -0.5375, 0.2450], [0.2913, 0.0224, -1.7197], [0.1239, -1.1749, -0.8636], [0.0504, 0.7397, -0.5928], [0.0345, 1.4557, 1.0328], [-0.0105, 0.1273, 1.4146], [-0.0025, -0.2619, 2.3351], [0.5411, 0.0318, -2.7592], [0.2671, 2.5205, 1.3080], [0.2032, -2.2827, -0.8421]],
  "spin_multiplicity": 1,
  "gap_ev": 9.16,
  "charge": 1
}

***

Entry 7:
{
  "formula": "C5H4N2",
  "method": "ωB97M-V/def2-TZVPD",
  "elements": ["N", "N", "C", "C", "C", "C", "C", "H", "H", "H", "H"],
  "xyz": [[2.3058, 0.9302, -0.0418], [2.3083, -0.1529, 0.5705], [-2.6346, -0.9828, -1.3313], [1.0493, -0.3786, 1.2288], [-0.9684, 0.6184, -0.0800], [-0.0328, 0.1108, 0.6830], [-1.8321, -0.2334, -0.8367], [-1.1413, 1.6931, -0.0820], [1.0847, -0.9714, 2.1371], [3.2212, 1.0113, -0.5020], [-3.3601, -1.6447, -1.7456]],
  "spin_multiplicity": 1,
  "gap_ev": 9.36,
  "charge": 0,
  "smiles": "[H]/N=N/C=C=CC#C"
}

***

Entry 8:
{
  "formula": "C5H4N2",
  "method": "ωB97M-V/def2-TZVPD",
  "elements": ["N", "N", "C", "C", "C", "C", "C", "H", "H", "H", "H"],
  "xyz": [[-0.5569, 1.0585, 0.3582], [-1.8090, 0.6505, 0.1823], [3.0057, 0.5235, 0.1872], [-1.7067, -0.6469, -0.0912], [0.3492, 0.0568, 0.2169], [1.7583, 0.3017, 0.1680], [-0.3697, -1.0803, -0.0808], [0.0408, -2.0593, -0.2833], [-2.5963, -1.2238, -0.3000], [2.2449, 0.3937, -0.9262], [-0.3602, 2.0257, 0.5690]],
  "spin_multiplicity": 1,
  "gap_ev": 10.77,
  "charge": 0
}

***

Entry 9:
{
  "formula": "C5H4N2",
  "method": "ωB97M-V/def2-TZVPD",
  "elements": ["N", "N", "C", "C", "C", "C", "C", "H", "H", "H", "H"],
  "xyz": [[0.5704, 1.5611, -0.0536], [1.7044, 0.9352, 0.0183], [-0.5357, 0.1005, 0.0474], [-3.0911, 0.0482, 0.0106], [0.4029, -0.9133, -0.0322], [-1.8949, 0.1604, -0.0958], [1.7082, -0.4131, -0.0682], [0.3225, -1.9280, 0.0719], [2.5309, 1.5103, 0.0937], [2.4806, -1.1315, 0.0830], [-4.1981, 0.0700, -0.0751]],
  "spin_multiplicity": 1,
  "gap_ev": [8.61, 8.61],
  "charge": 0,
  "smiles": "C#Cc1cc[nH]n1"
}

***

Entry 10:
{
  "formula": "C5H4N2",
  "method": "ωB97M-V/def2-TZVPD",
  "elements": ["N", "N", "C", "C", "C", "C", "C", "H", "H", "H", "H"],
  "xyz": [[-1.5317, 1.2830, -0.0194], [-1.8874, -0.0103, -0.5117], [-0.3846, 1.1005, 0.5050], [2.5301, -0.7017, -0.5014], [1.4097, -0.5545, -0.0888], [-1.0687, -1.0226, -0.3627], [0.0567, -0.3438, 0.4249], [0.1563, 1.9185, 0.9662], [-0.0129, -0.7782, 1.4369], [3.5204, -0.8394, -0.8780], [-2.7877, -0.0516, -0.9711]],
  "spin_multiplicity": 1,
  "gap_ev": 9.84,
  "charge": 0
}

***

Entry 11:
{
  "formula": "C5H4N2",
  "method": "ωB97M-V/def2-TZVPD",
  "elements": ["N", "N", "C", "C", "C", "C", "C", "H", "H", "H", "H"],
  "xyz": [[0.1316, 1.2027, -0.7051], [-3.1261, -0.2454, 0.2875], [0.5552, 0.5927, 0.5457], [-0.6786, 0.1595, -0.1971], [0.5608, -1.3384, -0.5091], [-2.0181, -0.0248, 0.0728], [1.3823, -0.6160, 0.2286], [0.5904, 1.1596, 1.4662], [2.3997, -0.8010, 0.5339], [-0.2652, 2.1356, -0.6341], [0.4680, -2.2245, -1.0894]],
  "spin_multiplicity": 1,
  "gap_ev": 9.91,
  "charge": 0
}

***

Entry 12:
{
  "formula": "C5H4N2",
  "method": "ωB97M-V/def2-TZVPD",
  "elements": ["N", "N", "C", "C", "C", "C", "C", "H", "H", "H", "H"],
  "xyz": [[0.3801, -0.7182, 1.2274], [-1.3850, -2.6257, -1.2546], [0.4706, -1.1344, -0.1817], [-0.3040, 1.5297, -0.0071], [-0.7514, 2.6615, -0.1069], [0.2814, 0.2895, 0.2185], [-0.5720, -1.9497, -0.7847], [-0.4570, -1.0155, 1.7406], [1.1059, 1.1938, -0.1334], [-0.2873, 3.6172, -0.2482], [1.4790, -1.4410, -0.4713]],
  "spin_multiplicity": 1,
  "gap_ev": 9.73,
  "charge": 0,
  "smiles": "C#C[C@H]1N[C@H]1C#N"
}

***

Entry 13:
{
  "formula": "C5H4N2",
  "method": "ωB97M-V/def2-TZVPD",
  "elements": ["N", "N", "C", "C", "C", "C", "C", "H", "H", "H", "H"],
  "xyz": [[-1.7908, 1.1798, -0.4043], [-2.0387, 0.0480, 0.3755], [-0.4972, 1.2520, -0.5704], [0.1915, 0.1734, 0.0743], [-0.7947, -0.4794, 0.7431], [2.6291, -0.7558, -0.1081], [1.5293, -0.2755, -0.0354], [-0.8109, -1.2816, 1.4615], [3.6111, -1.1633, -0.1446], [-0.0492, 2.0414, -1.1652], [-1.9425, -0.8539, -0.2425]],
  "spin_multiplicity": 1,
  "gap_ev": 10.07,
  "charge": 0,
  "smiles": "C#Cc1cn[nH]c1"
}

***

Entry 14:
{
  "formula": "C5H4N2",
  "method": "ωB97M-V/def2-TZVPD",
  "elements": ["N", "N", "C", "C", "C", "C", "C", "H", "H", "H", "H"],
  "xyz": [[-0.7888, -1.0345, 0.7844], [-2.7550, 1.9762, 0.3900], [1.3811, 0.1815, 0.2286], [-1.2152, -0.0218, -0.2301], [0.1208, -0.0799, 0.3420], [2.4137, -0.1832, -0.4882], [-2.0823, 1.0754, 0.1196], [-1.3501, -0.4384, -1.2289], [3.4479, 0.1068, -0.4157], [-1.1507, -0.8827, 1.7212], [2.1189, -0.9033, -1.2483]],
  "spin_multiplicity": 1,
  "gap_ev": 10.00,
  "charge": 0,
  "smiles": "C=C=C1N[C@H]1C#N"
}

***

Entry 15:
{
  "formula": "C5H4N2",
  "method": "ωB97M-V/def2-TZVPD",
  "elements": ["N", "N", "C", "C", "C", "C", "C", "H", "H", "H", "H"],
  "xyz": [[0.1995, -0.5401, -0.8723], [-0.0453, -1.2907, 3.5297], [-0.4927, -1.3758, 2.4470], [-0.4135, -0.7121, 0.1360], [-1.0724, -1.3262, 1.1774], [0.9017, 1.6827, -1.2228], [0.5329, 0.4916, -1.7243], [0.9533, 1.8630, -0.1664], [1.0936, 2.5090, -1.8270], [-2.0480, -1.6149, 1.2309], [0.3909, 0.3134, -2.7082]],
  "spin_multiplicity": 1,
  "gap_ev": 8.93,
  "charge": 0,
  "smiles": "C=CN=C=CC#N"
}

***

Entry 16:
{
  "formula": "C5H4N2O",
  "method": "ωB97M-V/def2-TZVPD",
  "elements": ["O", "N", "N", "C", "C", "C", "C", "C", "H", "H", "H", "H"],
  "xyz": [[2.7839, 0.6210, -0.2590], [0.9860, -0.8841, -0.0608], [-1.3074, -1.1942, -0.1495], [-2.3258, -0.3327, 0.0500], [2.1570, -0.3069, 0.3252], [-0.1492, -0.3757, -0.1415], [-0.4823, 1.1533, -0.0521], [-1.9243, 1.0888, 0.2175], [2.3302, -0.7531, 1.4221], [0.1166, 2.0789, -0.2192], [-3.2654, -0.7455, -0.2492], [-2.8547, 1.6386, 0.1962]],
  "spin_multiplicity": 1,
  "gap_ev": 8.30,
  "charge": 0,
  "smiles": "O=C/N=C1\\C=CC=N1"
}